Record 1
Below is a structure of composition C4H7NO2, with properties calculated with ωB97M-V/def2-TZVPD.

ORCA input file:
```
! wB97M-V def2-TZVPD RIJCOSX def2/J DEFGRID3
* xyz 0 1
H -0.337 -1.040 1.526
C -1.211 0.142 0.310
H -0.774 1.972 -0.713
H -2.103 -0.067 -0.283
H 0.001 -0.296 -1.730
H -0.762 -1.799 -0.972
H 2.735 -0.284 0.584
C 1.817 -0.134 -0.001
O -1.156 -0.512 1.524
H -0.089 1.837 1.003
C -0.062 -0.970 -0.872
N 1.028 -1.223 -0.135
O 1.519 1.002 -0.414
C -0.606 1.371 0.174
*
```

Summary:
ΔE to the lowest compared entry with this formula, charge and spin   85.9 kcal per mole
LUMO   -0.4 eV
Total energy   -9843.553 eV

natural (NBO) population analysis, charges in e, atoms 1 to 4: 0.49 0.00 0.22 0.21

=====

Record 2
Below is the ion C4H10N3 with charge +1 in a non-equilibrium geometry, with properties calculated with ωB97M-V/def2-TZVPD.

ORCA input file:
```
! wB97M-V def2-TZVPD RIJCOSX def2/J DEFGRID3
* xyz 1 1
H 2.508 1.184 1.139
H 0.894 0.939 1.891
H 0.999 1.701 0.254
N -3.279 0.306 -0.300
H -3.105 1.029 0.501
H 2.959 -0.355 -0.692
H -3.650 0.737 -1.170
N -1.010 -0.481 -0.080
C 1.941 -0.733 -0.920
N -0.070 -1.037 0.373
C 1.315 -0.520 0.462
H 1.431 -0.005 -1.570
H 1.722 -1.793 -1.253
C -2.032 -0.223 -0.687
H 1.846 -1.156 1.250
C 1.380 0.897 0.895
H -3.849 -0.489 -0.092
*
```

Summary:
ΔE to the lowest compared entry with this formula, charge and spin   126.1 kcal per mole
LUMO   -4.5 eV
Total energy   -8769.133 eV

natural (NBO) population analysis, charges in e, atoms 1 to 4: 0.25 0.22 0.22 -0.71

=====

Question: Which value of LUMO does entry 1 give?
Answer: -0.4 eV

=====

Please write out number 1 again, unchanged.
Below is a structure of composition C4H7NO2, with properties calculated with ωB97M-V/def2-TZVPD.

ORCA input file:
```
! wB97M-V def2-TZVPD RIJCOSX def2/J DEFGRID3
* xyz 0 1
H -0.337 -1.040 1.526
C -1.211 0.142 0.310
H -0.774 1.972 -0.713
H -2.103 -0.067 -0.283
H 0.001 -0.296 -1.730
H -0.762 -1.799 -0.972
H 2.735 -0.284 0.584
C 1.817 -0.134 -0.001
O -1.156 -0.512 1.524
H -0.089 1.837 1.003
C -0.062 -0.970 -0.872
N 1.028 -1.223 -0.135
O 1.519 1.002 -0.414
C -0.606 1.371 0.174
*
```

Summary:
ΔE to the lowest compared entry with this formula, charge and spin   85.9 kcal per mole
LUMO   -0.4 eV
Total energy   -9843.553 eV

natural (NBO) population analysis, charges in e, atoms 1 to 4: 0.49 0.00 0.22 0.21